(1)
{
  "formula": "C2H5ClS",
  "method": "ωB97M-V with the def2-TZVPD basis set",
  "species": ["C", "C", "S", "Cl", "H", "H", "H", "H", "H"],
  "positions_angstrom": [[-0.69, -0.95, -0.39], [-0.73, 0.25, 0.43], [1.92, 1.57, 0.06], [-1.63, 1.56, -0.08], [-1.09, -0.99, -1.50], [0.37, -1.26, -0.40], [-1.22, -1.84, 0.16], [0.19, 0.52, 0.85], [2.87, 1.14, 0.87]],
  "nbo_charge": [-0.7169, -0.1350, -0.2346, 0.0693, 0.2418, 0.2442, 0.2419, 0.1884, 0.1009],
  "relative_energy_ev": 3.098,
  "total_energy_ha": -937.4444,
  "homo_energy_ev": [-9.7, -8.3],
  "charge": 0,
  "homo_lumo_gap_ha": [0.3405, 0.2184]
}

---

(2)
{
  "formula": "C6H9PSi",
  "method": "ωB97M-V with the def2-TZVPD basis set",
  "species": ["C", "C", "C", "C", "C", "C", "Si", "P", "H", "H", "H", "H", "H", "H", "H", "H", "H"],
  "positions_angstrom": [[-2.03, -0.84, 0.49], [-1.78, -0.76, -0.89], [-1.30, -0.08, 1.37], [-0.90, 0.18, -1.39], [-0.43, 0.88, 0.91], [-0.19, 1.02, -0.43], [2.96, -0.73, 0.63], [1.06, 2.12, -1.25], [-2.69, -1.65, 0.72], [-2.38, -1.33, -1.51], [-1.55, -0.05, 2.37], [-0.74, 0.27, -2.37], [0.37, 1.41, 1.56], [3.52, -0.23, -0.55], [2.75, -2.16, 0.87], [3.05, 0.08, 1.86], [0.29, 1.86, -2.41]],
  "nbo_charge": [-0.2114, -0.2069, -0.2058, -0.1951, -0.2478, -0.3043, 0.6846, 0.1626, 0.2123, 0.2043, 0.2094, 0.2008, 0.2183, -0.1528, -0.1546, -0.1528, -0.0610],
  "relative_energy_ev": 5.104,
  "total_energy_ha": -864.6415,
  "homo_energy_ev": [-6.3, -6.0],
  "charge": 0,
  "homo_lumo_gap_ha": [0.1537, 0.1265]
}

---

(3)
{
  "formula": "C53H41IrN3O2",
  "method": "ωB97M-V with the def2-TZVPD basis set",
  "species": ["Ir", "O", "C", "C", "C", "C", "C", "C", "C", "C", "C", "O", "C", "C", "C", "C", "C", "C", "C", "C", "C", "C", "C", "C", "N", "C", "C", "C", "C", "C", "C", "C", "C", "C", "C", "C", "C", "H", "H", "H", "H", "H", "H", "H", "H", "H", "H", "H", "H", "H", "H", "H", "H", "H", "H", "H", "H", "H", "H", "H", "H", "H", "H", "H", "N", "C", "C", "C", "C", "C", "C", "C", "C", "C", "C", "C", "C", "C", "H", "H", "H", "H", "H", "H", "H", "H", "H", "H", "N", "C", "C", "C", "C", "C", "C", "C", "H", "H", "H", "H"],
  "positions_angstrom": [[0.03, 0.08, -0.54], [-0.08, -1.94, 0.00], [0.90, -2.88, 0.16], [2.16, -2.47, -0.68], [2.92, -1.35, -0.07], [4.08, -1.63, 0.64], [4.84, -0.58, 1.13], [4.40, 0.71, 0.89], [3.20, 0.92, 0.21], [2.70, 2.33, 0.08], [1.85, 2.68, -1.17], [0.74, 1.89, -1.28], [1.39, 4.13, -0.93], [2.12, 5.22, -1.37], [1.70, 6.50, -1.04], [0.56, 6.70, -0.28], [-0.19, 5.61, 0.13], [0.23, 4.33, -0.19], [2.59, 2.59, -2.50], [1.85, 2.89, -3.64], [2.42, 2.78, -4.90], [3.73, 2.36, -5.03], [4.47, 2.05, -3.91], [3.91, 2.16, -2.64], [2.47, -0.10, -0.25], [1.23, -3.03, 1.65], [1.73, -4.21, 2.18], [1.93, -4.33, 3.55], [1.63, -3.28, 4.39], [1.16, -2.09, 3.87], [0.96, -1.97, 2.50], [0.35, -4.22, -0.36], [0.82, -4.86, -1.50], [0.27, -6.06, -1.91], [-0.76, -6.64, -1.19], [-1.27, -5.99, -0.08], [-0.71, -4.79, 0.34], [1.77, -2.16, -1.65], [2.81, -3.34, -0.78], [4.38, -2.66, 0.80], [5.75, -0.76, 1.68], [4.96, 1.56, 1.24], [3.53, 3.03, 0.14], [2.05, 2.50, 0.94], [3.01, 5.08, -1.96], [2.27, 7.35, -1.38], [0.25, 7.70, -0.02], [-1.09, 5.75, 0.70], [-0.34, 3.46, 0.13], [0.83, 3.20, -3.53], [1.83, 3.01, -5.77], [4.18, 2.29, -6.01], [5.49, 1.71, -4.00], [4.51, 1.91, -1.78], [1.95, -5.05, 1.54], [2.31, -5.26, 3.96], [1.77, -3.38, 5.46], [0.91, -1.27, 4.52], [0.58, -1.04, 2.10], [1.62, -4.44, -2.09], [0.66, -6.55, -2.79], [-1.19, -7.58, -1.51], [-2.09, -6.42, 0.47], [-1.10, -4.30, 1.22], [-1.16, 0.99, 0.84], [-2.02, 0.59, 1.67], [-3.29, 0.04, 1.09], [-4.43, 0.83, 1.01], [-5.54, 0.36, 0.34], [-5.51, -0.90, -0.25], [-4.38, -1.69, -0.15], [-3.26, -1.21, 0.50], [-1.90, 0.74, 3.12], [-2.86, 0.21, 3.99], [-2.76, 0.42, 5.36], [-1.72, 1.19, 5.87], [-0.76, 1.72, 5.01], [-0.85, 1.49, 3.65], [-4.42, 1.81, 1.45], [-6.41, 0.98, 0.24], [-6.37, -1.25, -0.80], [-4.36, -2.66, -0.62], [-2.36, -1.80, 0.55], [-3.68, -0.37, 3.60], [-3.49, 0.01, 6.03], [-1.64, 1.37, 6.93], [0.05, 2.31, 5.41], [-0.11, 1.90, 2.97], [-6.45, 0.72, -4.39], [-5.40, 0.63, -3.94], [-4.11, 0.51, -3.36], [-3.43, -0.70, -3.42], [-2.21, -0.84, -2.76], [-1.67, 0.22, -2.04], [-2.34, 1.44, -2.04], [-3.54, 1.60, -2.69], [-3.85, -1.52, -3.98], [-1.70, -1.79, -2.84], [-1.91, 2.29, -1.52], [-4.06, 2.55, -2.69]],
  "lowdin_spin": [0.4188, 0.0705, 0.0038, 0.0006, 0.0008, 0.0002, 0.0003, 0.0001, -0.0001, -0.0005, -0.0005, -0.0286, 0.0008, 0.0003, 0.0000, 0.0002, 0.0001, 0.0014, -0.0016, -0.0001, 0.0000, -0.0003, -0.0001, -0.0005, 0.0016, 0.0036, 0.0002, 0.0004, -0.0002, 0.0001, -0.0012, 0.0001, 0.0000, 0.0000, -0.0001, 0.0001, -0.0001, 0.0003, -0.0003, 0.0000, 0.0000, 0.0000, 0.0000, -0.0003, 0.0001, 0.0000, 0.0000, 0.0000, 0.0010, 0.0000, 0.0000, 0.0000, 0.0000, 0.0000, 0.0000, 0.0001, 0.0000, 0.0000, -0.0014, 0.0000, 0.0000, 0.0000, 0.0000, 0.0001, 0.4985, 0.0357, 0.0237, 0.0051, 0.0001, 0.0045, 0.0004, 0.0056, 0.0202, -0.0086, 0.0022, -0.0119, 0.0018, -0.0043, 0.0003, 0.0000, 0.0003, 0.0000, 0.0003, -0.0004, 0.0004, -0.0007, 0.0005, 0.0030, 0.0012, 0.0003, 0.0026, -0.0020, -0.0033, -0.0377, -0.0032, -0.0023, -0.0003, -0.0008, -0.0003, -0.0003],
  "spin_multiplicity": 2,
  "total_energy_ha": -2463.2192,
  "homo_energy_ev": [-8.2, -7.9],
  "charge": 0,
  "homo_lumo_gap_ha": [0.2520, 0.2348]
}

---

(4)
{
  "formula": "C13H25ClN3S",
  "method": "ωB97M-V with the def2-TZVPD basis set",
  "species": ["C", "C", "C", "C", "C", "N", "C", "N", "N", "C", "C", "C", "Cl", "C", "C", "C", "C", "S", "H", "H", "H", "H", "H", "H", "H", "H", "H", "H", "H", "H", "H", "H", "H", "H", "H", "H", "H", "H", "H", "H", "H", "H", "H"],
  "positions_angstrom": [[-2.47, -1.46, -0.58], [-2.00, -2.92, -0.35], [-2.10, -3.34, 1.13], [-0.59, -3.17, -0.90], [0.52, -2.39, -0.17], [0.92, -1.16, -0.87], [1.47, -1.09, -2.13], [1.68, 0.14, -2.49], [1.27, 0.88, -1.42], [1.34, 2.34, -1.46], [-0.03, 2.98, -1.70], [-0.06, 4.43, -1.28], [-0.45, 2.80, -3.43], [0.82, 0.11, -0.44], [0.35, 0.57, 0.89], [1.44, 0.46, 1.97], [0.95, 1.06, 3.29], [1.30, 2.83, 3.45], [-1.74, -0.88, -1.15], [-2.66, -0.94, 0.36], [-3.39, -1.43, -1.15], [-2.67, -3.56, -0.92], [-3.09, -3.73, 1.35], [-1.94, -2.50, 1.81], [-1.39, -4.13, 1.37], [-0.36, -4.23, -0.82], [-0.56, -2.93, -1.97], [1.41, -3.00, -0.05], [0.18, -2.08, 0.82], [1.68, -1.95, -2.74], [2.01, 2.56, -2.28], [1.78, 2.69, -0.53], [-0.79, 2.41, -1.17], [0.47, 5.06, -2.00], [-1.09, 4.78, -1.21], [0.40, 4.55, -0.29], [0.05, 1.62, 0.80], [-0.54, 0.02, 1.18], [1.73, -0.59, 2.11], [2.32, 1.01, 1.64], [1.37, 0.52, 4.13], [-0.14, 0.97, 3.37], [2.57, 2.68, 3.85]],
  "nbo_charge": [-0.6208, -0.2262, -0.6179, -0.4047, -0.2255, -0.3146, 0.1903, -0.1952, -0.1387, -0.2494, -0.1941, -0.6301, -0.0331, 0.4828, -0.4779, -0.4040, -0.5286, -0.0225, 0.1876, 0.2064, 0.2407, 0.2234, 0.2383, 0.1949, 0.2119, 0.2330, 0.2159, 0.2354, 0.2273, 0.2470, 0.2665, 0.2342, 0.2106, 0.2370, 0.2415, 0.2208, 0.2501, 0.2501, 0.2155, 0.2218, 0.2424, 0.2240, 0.1339],
  "total_energy_ha": -1532.7795,
  "homo_energy_ev": -12.2,
  "charge": 1,
  "homo_lumo_gap_ha": 0.3512
}